No. 1
Formula: C20H35N5
Source: the OMol25 dataset
Level of theory: the ωB97M-V functional and the def2-TZVPD basis

Values from the calculation:
E ... -1056.7499 hartree
Net charge ... -1
HOMO energy (spin up / spin down) ... 0.22 / -8.80 eV
Maximum force ... 5.390 eV/A
2S+1 ... 2

Last column: Löwdin spin population.
Cartesian coordinates (Å):
C (2.9102, 17.1263, 15.7908)  0.0432
C (1.6124, 16.4774, 15.3356)  0.0336
C (0.6724, 17.4786, 14.7714)  0.0300
C (0.4278, 18.7255, 15.5465)  0.0028
N (0.1947, 19.7184, 16.1307)  0.0028
H (3.7770, 16.5104, 16.0305)  0.0215
H (2.7088, 17.8022, 16.6219)  0.0005
H (3.3043, 17.7942, 15.0248)  0.0089
H (1.1922, 15.9538, 16.1943)  0.0017
H (1.9132, 15.7976, 14.5385)  0.0343
H (-0.2886, 16.9951, 14.5958)  0.0060
H (0.9224, 17.8831, 13.7906)  0.0208
C (1.3583, 12.7291, 18.8388)  0.0254
C (0.5531, 14.0778, 18.6816)  0.0046
C (-0.4160, 14.0180, 17.4861)  0.0047
C (-1.0140, 15.3987, 17.3165)  0.0037
N (-1.4437, 16.4443, 17.1441)  0.0008
H (0.8960, 11.9580, 19.4551)  0.0013
H (2.3375, 12.8953, 19.2878)  0.0037
H (1.4909, 12.2846, 17.8525)  0.0151
H (1.2858, 14.8205, 18.3662)  0.0031
H (0.1523, 14.4346, 19.6303)  0.0002
H (-1.2708, 13.3471, 17.5723)  0.0008
H (0.0558, 13.6441, 16.5774)  0.0024
C (0.4943, 11.9185, 11.4917)  0.0401
C (1.5144, 12.1496, 12.6490)  0.0967
C (1.0029, 13.2440, 13.5731)  0.1158
C (-0.2710, 12.7783, 14.1696)  0.0244
N (-1.3268, 12.4098, 14.6107)  0.0185
H (0.7919, 10.9979, 10.9896)  0.0038
H (0.5038, 12.7740, 10.8163)  0.0369
H (-0.4947, 11.6822, 11.8844)  0.0005
H (2.4874, 12.4476, 12.2586)  0.0576
H (1.6750, 11.1954, 13.1509)  0.0130
H (0.7582, 14.1743, 13.0604)  0.0457
H (1.7484, 13.5559, 14.3045)  0.0459
C (1.0041, 7.5491, 13.2900)  0.0122
C (0.8912, 6.6036, 12.0651)  0.0014
C (-0.1730, 7.0211, 11.1277)  0.0018
C (-1.5452, 6.6992, 11.5506)  0.0013
N (-2.6208, 6.4605, 11.9210)  0.0003
H (1.1776, 8.5807, 12.9836)  0.0037
H (1.8756, 7.2602, 13.8776)  0.0038
H (0.0523, 7.5130, 13.8199)  0.0011
H (0.8099, 5.5590, 12.3656)  0.0002
H (1.7668, 6.5701, 11.4168)  0.0010
H (-0.0331, 6.5267, 10.1664)  0.0003
H (-0.1371, 8.0627, 10.8084)  0.0015
C (4.2428, 11.6071, 9.2446)  0.0690
C (3.5957, 11.5183, 7.8625)  0.0202
C (2.1853, 10.8666, 7.8984)  0.0220
C (2.0978, 9.4833, 8.3674)  0.0106
N (2.0019, 8.4341, 8.7908)  0.0039
H (3.5549, 12.2915, 9.7411)  0.0325
H (5.2061, 12.1123, 9.1752)  0.0114
H (4.2320, 10.6505, 9.7671)  0.0080
H (4.1353, 10.8039, 7.2408)  0.0011
H (3.5634, 12.5035, 7.3972)  0.0107
H (1.8534, 10.8219, 6.8612)  0.0037
H (1.4696, 11.4709, 8.4560)  0.0073

No. 2
Formula: C20H35N5
Source: the OMol25 dataset
Level of theory: the ωB97M-V functional and the def2-TZVPD basis

Values from the calculation:
E ... -1056.8143 hartree
SMILES ... CCCC#N.CCCC#N.CCCC#N.CCCC#N.CCCC#N
Net charge ... 0
HOMO energy ... -10.65 eV
Maximum force ... 0.967 eV/A
2S+1 ... 1

Last column: Mulliken charge in e.
Cartesian coordinates (Å):
C (-0.3207, 7.4174, 0.3240)  -1.1281
C (-0.6824, 7.2598, -1.1441)  -0.4055
C (0.0294, 6.0618, -1.7972)  -0.4186
C (-0.4491, 4.7899, -1.2539)  0.1500
N (-0.8413, 3.7915, -0.8523)  -0.3601
H (0.7409, 7.6342, 0.4531)  0.3050
H (-0.5818, 6.5326, 0.9029)  0.3369
H (-0.8648, 8.2670, 0.7427)  0.3263
H (-0.4270, 8.1543, -1.7123)  0.3226
H (-1.7596, 7.1149, -1.2524)  0.3042
H (1.1010, 6.1314, -1.5993)  0.3013
H (-0.1209, 6.0302, -2.8766)  0.2677
C (4.8481, -5.9886, 1.7417)  -1.0332
C (5.1897, -4.8981, 2.7635)  -0.4145
C (4.7238, -3.5144, 2.3396)  -0.4896
C (3.2700, -3.4474, 2.1603)  0.2494
N (2.1396, -3.4179, 1.9921)  -0.3683
H (5.1425, -5.6789, 0.7352)  0.2910
H (3.7660, -6.1233, 1.7095)  0.2756
H (5.3378, -6.9303, 1.9721)  0.3268
H (6.2572, -4.8635, 2.9835)  0.3214
H (4.7054, -5.1569, 3.7097)  0.2762
H (5.1153, -3.2552, 1.3473)  0.2694
H (5.0736, -2.7565, 3.0367)  0.3081
C (-1.0674, -5.4774, 2.2809)  -1.2566
C (-0.8316, -4.5462, 3.4568)  -0.1108
C (-2.1021, -3.8128, 3.8647)  -0.5416
C (-2.4819, -2.7961, 2.8964)  0.3113
N (-2.7872, -2.0235, 2.1061)  -0.4197
H (-0.1759, -5.9920, 1.9202)  0.3000
H (-1.5261, -4.9779, 1.4245)  0.3391
H (-1.7427, -6.2926, 2.5740)  0.3776
H (-0.0470, -3.8224, 3.2277)  0.1477
H (-0.4542, -5.1513, 4.2840)  0.2913
H (-1.9934, -3.3736, 4.8565)  0.2980
H (-2.9405, -4.5153, 3.9286)  0.2870
C (1.2387, -0.3019, 0.3616)  -1.1343
C (-0.0734, -0.4480, 1.1128)  -0.0626
C (-1.0862, 0.6037, 0.6945)  -0.4487
C (-1.5359, 0.4284, -0.6853)  0.2163
N (-1.8324, 0.3312, -1.7902)  -0.4608
H (1.7832, 0.6094, 0.6274)  0.3341
H (1.0958, -0.2932, -0.7219)  0.3395
H (1.9115, -1.1317, 0.5826)  0.1164
H (0.1041, -0.2909, 2.1787)  0.2692
H (-0.4611, -1.4493, 0.9465)  0.1636
H (-0.6405, 1.6025, 0.6947)  0.2657
H (-1.9797, 0.5916, 1.3182)  0.3940
C (-3.3945, 2.2983, -6.1272)  -1.1976
C (-3.2455, 2.0337, -4.6366)  -0.6516
C (-2.2190, 2.9040, -3.9124)  -0.0815
C (-0.8349, 2.6553, -4.3309)  0.2111
N (0.2549, 2.4980, -4.6587)  -0.5576
H (-3.4278, 3.3717, -6.3102)  0.2982
H (-4.3242, 1.8480, -6.4808)  0.3767
H (-2.5996, 1.8411, -6.7162)  0.3207
H (-3.0869, 0.9884, -4.3615)  0.3625
H (-4.2011, 2.2226, -4.1270)  0.3751
H (-2.2939, 2.7397, -2.8371)  0.1192
H (-2.3946, 3.9743, -4.0673)  0.3952